The following is a quantum chemistry calculation of 11 unconnected molecules or ions with the total composition C4H29NO12 in a non-equilibrium geometry, from the OMol25 dataset.

The expectation value of S² is 0.762. The orbital gap (alpha / beta) comes out at 8.7974 / 4.0006 eV. The value obtained for the HOMO energy (alpha / beta) is -13.09 / -13.09 eV. Its charge is +1. As for the spin multiplicity: 2. As for the energy relative to the best compared isomer or geometry (same formula, charge and spin): 157.0 kcal/mol. The value obtained for the total energy is -30665.088 eV.

XYZ file:
```
46
Properties=species:S:1:pos:R:3:lowdin_charge:R:1
C -0.63 0.33 -1.18 -0.197
N -0.32 1.61 -0.58 0.249
C -0.34 3.17 1.23 -0.069
C -0.70 1.82 0.80 -0.313
C -2.23 1.55 0.79 -0.111
O -2.50 0.31 1.50 -0.022
O -0.78 -0.67 -0.55 0.148
H -0.56 0.37 -2.32 0.174
H 0.07 2.43 -1.11 0.162
H -0.92 3.69 2.02 0.114
H -0.67 3.90 0.40 0.113
H 0.71 3.30 1.59 0.106
H -0.06 1.01 1.47 0.233
H -3.00 2.14 1.42 0.198
H -2.67 1.52 -0.23 0.140
H -2.56 -0.31 0.86 0.007
H 0.19 0.49 5.13 0.008
H 0.34 0.40 3.69 0.097
O -0.19 -0.07 4.48 -0.082
H -1.92 -1.93 3.53 0.055
H -2.10 -1.61 2.10 0.018
O -1.91 -2.42 2.67 -0.080
H -1.64 -2.02 -2.08 -0.044
H -2.25 -1.34 -3.28 0.099
O -1.50 -1.85 -2.92 0.001
H 4.17 2.54 1.15 0.001
H 3.62 3.37 0.14 -0.064
O 3.43 2.85 0.77 0.067
H 0.91 -4.12 0.94 0.065
H -0.42 -4.59 1.61 -0.066
O 0.13 -4.80 0.98 -0.010
H -0.97 -3.88 -3.04 -0.012
H -0.77 -4.96 -2.28 0.027
O -1.30 -4.78 -3.06 -0.046
H 2.36 -2.76 1.37 0.056
H 1.02 -2.21 0.78 0.049
O 1.99 -2.09 0.80 -0.038
H 1.32 4.57 -0.51 0.081
H 0.97 5.05 -1.98 -0.033
O 0.80 4.48 -1.35 0.010
H -0.43 -1.04 -4.61 -0.020
H 1.08 -1.65 -4.92 0.104
O 0.18 -1.31 -5.32 -0.107
H 3.43 0.23 -1.02 0.024
H 3.03 -0.71 0.25 -0.033
O 3.59 -0.02 -0.11 -0.058
```

=====

The following is a quantum chemistry calculation of a molecular structure, C4H2AgO6 in a non-equilibrium geometry, from the OMol25 dataset.

The orbital gap comes out at 8.2470 eV. The value obtained for the HOMO energy is -14.46 eV. Its charge is +1. As for the energy relative to the best compared isomer or geometry (same formula, charge and spin): 7.9 kcal/mol. The value obtained for the total energy is -20455.827 eV.

XYZ file:
```
13
Properties=species:S:1:pos:R:3:lowdin_charge:R:1
O -4.28 0.23 -0.68 0.130
C -4.60 0.36 -1.79 -0.370
O -0.12 -0.46 1.00 0.029
O -4.76 0.41 -2.93 0.277
Ag -2.81 -0.22 1.42 0.913
H 2.46 0.85 1.16 0.185
O 2.36 -0.59 -0.40 0.147
O 3.77 -2.41 -0.54 0.225
O 3.36 -1.06 1.29 0.144
C 2.25 -0.21 0.97 -0.213
C 0.93 -0.64 1.58 -0.098
C 3.36 -1.43 -0.02 -0.523
H 0.98 -1.20 2.54 0.155
```

=====

The following is a quantum chemistry calculation of a molecular structure, C4H2BiO in a non-equilibrium geometry, from the OMol25 dataset.

The expectation value of S² is 0.754. The orbital gap (alpha / beta) comes out at 6.1951 / 7.0854 eV. The value obtained for the HOMO energy (alpha / beta) is -19.25 / -19.96 eV. Its charge is +2. As for the spin multiplicity: 2. As for the energy relative to the best compared isomer or geometry (same formula, charge and spin): 6.5 kcal/mol. The value obtained for the total energy is -12039.692 eV.

XYZ file:
```
8
Properties=species:S:1:pos:R:3:lowdin_charge:R:1
C -0.62 -2.02 0.42 0.233
C -0.27 -0.85 0.37 -0.170
H -0.25 -2.48 1.41 0.158
O -1.54 1.78 0.00 0.351
C -0.70 1.33 -0.73 0.071
C 0.14 0.14 -0.63 -0.595
H 0.41 -0.24 -1.62 0.131
Bi 2.12 0.82 -0.04 1.821
```

=====

The following is a quantum chemistry calculation of a molecular structure, C4H2BrClF3O2 in a non-equilibrium geometry, from the OMol25 dataset.

The orbital gap (alpha / beta) comes out at 6.7523 / 8.2631 eV. The value obtained for the HOMO energy (alpha / beta) is -4.18 / -5.12 eV. Its charge is -1. As for the energy relative to the best compared isomer or geometry (same formula, charge and spin): 73.4 kcal/mol. The value obtained for the total energy is -98990.984 eV.

XYZ file:
```
13
Properties=species:S:1:pos:R:3:lowdin_charge:R:1
C 1.00 -1.38 0.91 -0.911
C -0.65 1.67 0.45 -0.133
C 1.17 -1.81 -0.61 -1.144
C -1.42 0.81 -0.56 -0.196
O 1.85 -0.59 1.32 -0.099
O 0.00 -1.91 1.36 -0.063
F -1.23 2.94 0.61 -0.055
F -2.76 0.72 -0.55 0.076
F -1.09 1.40 -1.76 0.017
Cl 0.42 -3.22 -1.17 0.573
Br 2.79 -1.41 -1.35 0.666
H -0.50 1.03 1.35 0.116
H 0.43 1.76 0.01 0.154
```

=====

The following is a quantum chemistry calculation of C4H2BrNS in the gas phase in a non-equilibrium geometry, from the OMol25 dataset.

Its SMILES is C#C[C@@H](Br)SC#N. The orbital gap comes out at 9.7916 eV. The value obtained for the HOMO energy is -10.14 eV. As for the energy relative to the best compared isomer or geometry (same formula, charge and spin): 13.0 kcal/mol. The value obtained for the total energy is -86544.850 eV.

XYZ file:
```
9
Properties=species:S:1:pos:R:3:lowdin_charge:R:1
C 1.72 -1.44 0.56 0.157
C 0.84 -0.63 0.62 -0.305
C -0.17 0.34 0.52 -0.909
Br -0.29 1.35 2.23 0.637
S 0.08 1.60 -0.93 0.901
C -1.20 1.00 -1.79 -0.706
N -2.08 0.44 -2.23 0.106
H 2.20 -2.36 0.62 0.028
H -1.09 -0.28 0.40 0.091
```

=====

The following is a quantum chemistry calculation of C4H2Cl2 in the gas phase in a non-equilibrium geometry, from the OMol25 dataset.

Its SMILES is C#C/C(Cl)=C/Cl. The orbital gap comes out at 10.4973 eV. The value obtained for the HOMO energy is -9.72 eV. As for the energy relative to the best compared isomer or geometry (same formula, charge and spin): 33.0 kcal/mol. The value obtained for the total energy is -29221.223 eV.

XYZ file:
```
8
Properties=species:S:1:pos:R:3:lowdin_charge:R:1
C -1.46 -0.15 -0.78 0.043
C -0.87 -0.12 0.27 -0.071
C -0.23 -0.17 1.92 -0.697
Cl -1.59 -0.42 2.94 0.655
C 1.01 -0.09 2.30 -0.694
Cl 1.53 -0.21 3.87 0.698
H -1.81 0.12 -1.73 0.016
H 1.77 0.09 1.62 0.050
```